{"formula": "C37H36BrN4O3SeZn", "method": "ωB97M-V with the def2-TZVPD basis set", "lumo_ev": 2.10, "charge": -1, "mol_weight_g_mol": 808.97, "e_homo_ev": -4.6220, "symbols": ["Zn", "C", "C", "C", "C", "C", "C", "C", "C", "N", "C", "O", "C", "C", "C", "C", "C", "N", "C", "O", "N", "C", "C", "C", "C", "C", "C", "C", "C", "H", "H", "H", "H", "H", "H", "H", "H", "H", "H", "H", "H", "H", "H", "H", "H", "H", "H", "H", "H", "H", "O", "C", "C", "C", "N", "C", "Br", "C", "H", "H", "H", "H", "C", "C", "C", "C", "C", "C", "Se", "C", "C", "C", "H", "H", "H", "H", "H", "H", "H", "H", "H", "H", "H"], "positions_angstrom": [[-0.2076, -0.1143, 0.1985], [0.9075, 0.0303, -3.9483], [2.1397, 0.3511, -3.1505], [3.1214, 1.1712, -3.6952], [4.2691, 1.4851, -2.9865], [4.4552, 0.9398, -1.7257], [3.5026, 0.1051, -1.1563], [3.7540, -0.5654, 0.1636], [2.3105, -0.1635, -1.8507], [1.2778, -0.8804, -1.2250], [0.9256, -2.0638, -1.7424], [1.5302, -2.7470, -2.5760], [-0.4271, -2.5345, -1.2479], [-0.8795, -3.8420, -1.2127], [-2.1691, -4.0679, -0.7464], [-2.9856, -3.0048, -0.3776], [-2.4543, -1.7285, -0.4442], [-1.2170, -1.5381, -0.8738], [-3.1554, -0.4388, -0.0569], [-4.3888, -0.4041, -0.0219], [-2.2792, 0.5405, 0.2152], [-2.6919, 1.8735, 0.3156], [-3.3564, 2.5229, -0.7444], [-3.7431, 1.7916, -1.9993], [-3.6409, 3.8807, -0.6389], [-3.2689, 4.6105, 0.4763], [-2.6112, 3.9687, 1.5146], [-2.3220, 2.6129, 1.4544], [-1.6718, 1.9281, 2.6249], [0.7490, 0.7694, -4.7362], [0.0236, -0.0084, -3.3089], [1.0074, -0.9552, -4.4079], [2.9779, 1.5715, -4.6945], [5.0176, 2.1409, -3.4157], [5.3663, 1.1544, -1.1769], [3.9820, -1.6224, 0.0005], [2.8716, -0.5414, 0.8007], [4.5889, -0.1045, 0.6923], [-0.2245, -4.6444, -1.5209], [-2.5375, -5.0822, -0.6533], [-3.9906, -3.1532, -0.0080], [-2.9538, 1.1057, -2.3209], [-3.9431, 2.4997, -2.8048], [-4.6288, 1.1802, -1.8240], [-4.1608, 4.3707, -1.4557], [-3.4936, 5.6683, 0.5431], [-2.3303, 4.5283, 2.4004], [-1.2944, 2.6544, 3.3447], [-0.8414, 1.2914, 2.3158], [-2.3895, 1.2766, 3.1300], [1.6678, 5.1391, -2.6784], [1.2163, 4.0979, -1.9488], [0.1679, 3.2846, -2.3669], [-0.2050, 2.2323, -1.5655], [0.3741, 1.9590, -0.3935], [1.3471, 2.7635, 0.0041], [2.0949, 2.4435, 1.6969], [1.8132, 3.8404, -0.7231], [1.2010, 5.1675, -3.5195], [-0.3317, 3.4618, -3.3115], [-1.0080, 1.5667, -1.8567], [2.6157, 4.4605, -0.3545], [-1.5309, -0.8561, 7.9705], [-1.0249, -0.9757, 6.5566], [-1.8801, -1.2525, 5.5029], [-1.4222, -1.3766, 4.1927], [-2.3992, -1.7132, 3.1143], [-0.0611, -1.1943, 3.9222], [0.6917, -1.3969, 2.1427], [0.8246, -0.9393, 4.9810], [2.3012, -0.7877, 4.7400], [0.3273, -0.8357, 6.2741], [-2.6029, -0.6586, 7.9882], [-1.0241, -0.0475, 8.4996], [-1.3487, -1.7779, 8.5295], [-2.9396, -1.3888, 5.6991], [-3.3736, -1.9744, 3.5308], [-2.0289, -2.5492, 2.5212], [-2.5323, -0.8681, 2.4408], [2.4951, 0.0415, 4.0578], [2.6920, -1.6882, 4.2639], [2.8337, -0.6167, 5.6767], [1.0182, -0.6461, 7.0911]], "forces_ev_per_angstrom": [[0.28, 0.46, 0.33], [0.05, -0.05, 0.02], [-0.09, 0.04, 0.14], [0.01, 0.04, -0.01], [0.03, 0.02, -0.01], [0.05, 0.04, -0.02], [-0.10, -0.05, 0.07], [-0.07, -0.01, -0.05], [0.29, 0.07, -0.13], [-0.40, -0.14, -0.02], [0.40, 0.15, -0.03], [-0.10, -0.10, 0.03], [-0.11, 0.02, -0.13], [0.02, -0.01, -0.04], [0.03, 0.04, -0.01], [-0.08, 0.02, 0.06], [-0.03, -0.01, -0.07], [-0.06, -0.52, 0.02], [-0.10, 0.31, 0.22], [0.05, -0.10, -0.03], [0.17, -0.26, -0.20], [-0.21, 0.16, 0.07], [0.05, -0.05, 0.06], [0.01, -0.02, 0.11], [0.02, 0.03, 0.01], [-0.02, 0.03, 0.02], [-0.01, 0.04, 0.00], [-0.06, -0.05, 0.07], [-0.04, -0.01, -0.13], [0.00, 0.00, 0.01], [-0.02, 0.00, -0.02], [-0.04, -0.03, 0.01], [-0.02, 0.00, 0.02], [0.00, -0.01, -0.01], [-0.02, -0.02, 0.03], [0.01, 0.00, 0.03], [0.05, 0.04, 0.06], [0.03, 0.01, -0.01], [0.00, 0.01, -0.01], [-0.01, 0.00, -0.05], [-0.02, 0.04, -0.04], [-0.05, -0.02, -0.02], [-0.01, -0.02, -0.01], [-0.01, -0.04, -0.04], [0.02, 0.00, -0.02], [0.00, -0.01, -0.02], [0.03, -0.02, 0.00], [-0.02, 0.01, 0.01], [0.03, -0.01, 0.07], [0.05, 0.01, 0.02], [0.10, 0.09, 0.01], [-0.13, -0.25, 0.16], [0.07, 0.07, -0.14], [-0.03, 0.06, -0.03], [0.06, -0.18, 0.12], [-0.13, 0.07, -0.15], [0.09, -0.11, 0.14], [0.06, 0.10, -0.09], [-0.03, 0.00, -0.02], [-0.03, -0.04, 0.02], [0.07, 0.02, 0.01], [0.01, -0.01, -0.01], [0.04, -0.05, -0.04], [0.01, 0.04, 0.02], [0.01, -0.02, 0.02], [0.06, 0.02, 0.15], [-0.09, -0.04, -0.06], [0.06, 0.10, -0.40], [-0.20, -0.01, 0.07], [-0.02, 0.05, -0.02], [-0.08, -0.03, 0.05], [0.02, -0.01, 0.06], [0.00, 0.00, 0.02], [-0.02, 0.01, 0.01], [-0.03, 0.01, 0.02], [0.00, 0.02, -0.01], [0.02, 0.02, 0.01], [0.01, -0.02, -0.10], [-0.01, 0.00, -0.12], [0.05, -0.04, -0.03], [0.10, 0.06, -0.02], [-0.02, 0.01, 0.02], [0.02, 0.04, -0.03]]}